Molecular formula: C31H45OSSn
Method: DFT, ωB97M-V/def2-TZVPD

```
79
Properties=species:S:1:pos:R:3:mulliken_charge:R:1
C 5.3576 -1.6652 1.4568 -0.819
O 4.9850 -0.2733 1.4966 -0.485
C 3.6561 0.0167 1.4860 0.878
C 3.3073 1.3918 1.5039 -0.434
C 1.9859 1.7660 1.5136 -0.952
C 0.9177 0.8029 1.5272 1.146
C -0.4162 1.2793 1.6304 -1.269
C -1.6560 0.5831 1.6058 1.547
C -2.8542 1.3714 1.6775 -0.980
C -4.1184 0.8067 1.6279 -0.384
C -4.2697 -0.5892 1.5552 1.158
C -5.6162 -1.2454 1.5077 -1.346
C -3.1135 -1.3769 1.5281 -1.229
C -1.8426 -0.8305 1.5321 -0.512
C 1.3018 -0.5677 1.4786 -0.946
C 2.6270 -0.9585 1.4678 -0.410
H 6.4475 -1.6818 1.4454 0.231
H 4.9805 -2.1898 2.3454 0.314
H 4.9622 -2.1424 0.5496 0.314
H 4.1225 2.1138 1.5032 0.380
H 1.7322 2.8289 1.5108 0.297
H -0.5087 2.3638 1.7239 -0.029
H -2.7466 2.4573 1.7624 0.216
H -5.0100 1.4391 1.6357 0.389
H -5.5081 -2.3351 1.4931 0.334
H -6.2270 -0.9791 2.3789 0.233
H -6.1760 -0.9574 0.6096 0.283
H -3.2181 -2.4647 1.4931 0.156
H -1.0099 -1.5234 1.4855 0.334
H 0.5629 -1.3558 1.4560 0.341
H 2.8684 -2.0241 1.4446 0.283
C -2.7821 5.4981 11.2126 -1.283
C -3.8684 5.3948 10.1464 -0.416
C -3.6963 4.1646 9.2472 -0.344
C -4.7936 4.0554 8.1827 -1.233
Sn -4.6118 2.2867 6.9477 0.852
C -4.6666 0.5387 8.2388 -1.237
C -4.4867 -0.7937 7.4819 -0.299
C -3.1923 -1.5331 7.8455 -0.412
C -2.9636 -2.7654 6.9718 -1.355
C -6.1818 2.1561 5.4599 -0.995
C -7.1997 3.3080 5.5565 -0.280
C -7.1583 4.2508 4.3470 -0.278
C -8.0834 5.4594 4.5062 -1.322
C -2.7487 2.4550 5.8616 -0.018
C -2.0004 3.5694 5.4977 -0.340
C -0.7529 3.2522 4.8441 -0.588
C -0.5374 1.8909 4.7160 -0.583
S -1.8779 1.0192 5.3215 -0.119
H -2.9364 6.3863 11.8308 0.381
H -2.7949 4.6231 11.8707 0.313
H -1.7902 5.5726 10.7549 0.316
H -4.8539 5.3482 10.6240 0.305
H -3.8601 6.2932 9.5185 0.327
H -2.7112 4.2131 8.7554 0.264
H -3.6910 3.2587 9.8748 0.251
H -5.7973 3.9985 8.6291 0.453
H -4.7660 4.9066 7.4881 0.401
H -3.8998 0.6974 9.0094 0.442
H -5.6591 0.6076 8.7053 0.451
H -5.3463 -1.4531 7.6921 0.403
H -4.5075 -0.6206 6.3926 0.209
H -2.3375 -0.8490 7.7506 0.259
H -3.2419 -1.8301 8.9019 0.400
H -2.0805 -3.3158 7.3081 0.377
H -3.8232 -3.4425 7.0182 0.331
H -2.8038 -2.4828 5.9248 0.299
H -5.6517 2.1154 4.4986 0.279
H -6.6462 1.1832 5.6616 0.450
H -8.2155 2.8882 5.6519 0.314
H -7.0304 3.8933 6.4769 0.114
H -6.1272 4.5974 4.1870 0.252
H -7.4463 3.6843 3.4501 0.331
H -8.0775 6.0654 3.5950 0.376
H -9.1147 5.1403 4.6958 0.313
H -7.7612 6.0995 5.3365 0.302
H -2.2986 4.6027 5.6855 0.431
H -0.0407 3.9957 4.4921 0.396
H 0.3327 1.3737 4.3317 0.471
```

For the total energy, the calculation gives -51590.0765 eV. The value obtained for the frontier orbital gap is 3.935 eV. For the maximum force, the calculation gives 1.86 eV/Å. The lowest unoccupied orbital energy is 2.2 eV. Its charge is -1. As for the molecular weight: 584.478 g mol⁻¹.